# 1
Computed, not measured: a 9-piece molecular cluster, C55H61N9O3S2 overall at a distorted geometry, with wB97M-V/def2-TZVPD.

XYZ file:
```
130
C55H61N9O3S2, DFT wB97M-V/def2-TZVPD
C 2.854 2.739 -1.400
C 2.499 3.607 -2.369
C 3.498 4.042 -3.446
C 4.139 2.826 -4.025
C 3.662 2.013 -4.971
C 2.374 2.130 -5.704
C 1.548 0.838 -5.695
C 0.068 1.145 -6.032
S -1.013 0.601 -4.679
C -1.726 2.074 -3.970
S -1.484 2.327 -2.392
N -2.517 2.900 -4.823
C -2.106 4.314 -4.730
C -0.746 4.594 -5.342
C -3.970 2.837 -4.471
C -4.433 1.507 -3.894
C 4.696 0.962 -5.169
O 4.662 0.015 -5.887
O 5.776 1.245 -4.358
C 5.475 2.338 -3.579
O 6.137 2.801 -2.703
H 2.190 1.919 -1.147
H 3.803 2.827 -0.882
H 1.490 4.008 -2.409
H 2.992 4.614 -4.220
H 4.266 4.684 -3.005
H 1.812 2.936 -5.237
H 2.580 2.418 -6.737
H 1.917 0.196 -6.493
H 1.618 0.311 -4.748
H -0.237 0.686 -6.969
H -0.054 2.216 -6.168
H -2.859 4.865 -5.296
H -2.159 4.687 -3.702
H -0.004 3.959 -4.857
H -0.446 5.624 -5.158
H -0.783 4.389 -6.410
H -4.205 3.669 -3.802
H -4.511 2.994 -5.405
H -5.506 1.426 -4.085
H -3.967 0.654 -4.382
H -4.319 1.449 -2.815
N -3.570 0.718 -0.412
C -3.434 -0.567 -0.089
C -3.563 -1.051 1.202
C -3.849 -0.152 2.216
C -3.998 1.188 1.897
C -3.848 1.571 0.572
H -3.206 -1.235 -0.913
H -3.442 -2.106 1.410
H -3.950 -0.502 3.235
H -4.223 1.917 2.662
H -3.951 2.611 0.277
N -4.761 -1.991 4.876
C -4.582 -3.278 5.160
C -4.681 -3.803 6.439
C -4.984 -2.939 7.480
C -5.171 -1.593 7.201
C -5.048 -1.169 5.886
H -4.346 -3.908 4.309
H -4.523 -4.858 6.612
H -5.069 -3.308 8.495
H -5.404 -0.885 7.984
H -5.183 -0.124 5.625
N 0.638 -3.287 6.514
C 1.168 -3.511 5.311
C 0.576 -3.107 4.123
C -0.633 -2.438 4.190
C -1.199 -2.195 5.431
C -0.525 -2.637 6.558
H 2.114 -4.040 5.303
H 1.052 -3.308 3.174
H -1.129 -2.104 3.286
H -2.142 -1.672 5.518
H -0.931 -2.464 7.549
N 3.035 -2.521 1.326
C 3.897 -1.638 0.824
C 3.995 -1.337 -0.527
C 3.152 -1.993 -1.410
C 2.249 -2.916 -0.906
C 2.231 -3.140 0.462
H 4.540 -1.149 1.547
H 4.714 -0.608 -0.875
H 3.197 -1.788 -2.472
H 1.572 -3.451 -1.558
H 1.536 -3.852 0.897
N 8.341 4.988 -5.798
C 8.288 3.927 -4.995
C 9.299 2.982 -4.901
C 10.428 3.147 -5.685
C 10.501 4.246 -6.526
C 9.435 5.133 -6.543
H 7.393 3.825 -4.401
H 9.198 2.141 -4.230
H 11.239 2.431 -5.641
H 11.364 4.414 -7.155
H 9.453 6.007 -7.185
N -5.590 -4.585 2.196
C -6.815 -4.134 2.460
C -7.953 -4.575 1.802
C -7.811 -5.535 0.813
C -6.543 -6.014 0.526
C -5.470 -5.509 1.245
H -6.878 -3.380 3.238
H -8.923 -4.174 2.058
H -8.674 -5.905 0.275
H -6.386 -6.763 -0.239
H -4.462 -5.859 1.053
N -4.465 3.545 5.377
C -5.040 4.534 6.057
C -4.630 5.857 5.983
C -3.560 6.170 5.160
C -2.949 5.152 4.445
C -3.440 3.864 4.589
H -5.871 4.248 6.692
H -5.136 6.620 6.558
H -3.209 7.190 5.076
H -2.112 5.350 3.791
H -2.992 3.037 4.051
N 3.397 -5.603 3.189
C 3.545 -6.563 4.099
C 4.726 -7.263 4.295
C 5.815 -6.951 3.498
C 5.679 -5.956 2.545
C 4.455 -5.313 2.432
H 2.668 -6.779 4.700
H 4.787 -8.032 5.053
H 6.755 -7.475 3.618
H 6.503 -5.680 1.901
H 4.303 -4.526 1.704
```

The total charge is 0. The molar mass comes out at 960.3 g/mol. The value obtained for the LUMO energy is -0.6 eV. The SMILES is C=CCC1=C(CCCSC(=S)N(CC)CC)C(=O)OC1=O.c1ccncc1.c1ccncc1.c1ccncc1.c1ccncc1.c1ccncc1.c1ccncc1.c1ccncc1.c1ccncc1. The maximum force comes out at 1.5 eV Å⁻¹. The highest occupied orbital energy comes out at -8.22 eV. The value obtained for the HOMO-LUMO gap is 0.2785 hartree.

---

# 2
Computed, not measured: a 2-piece molecular cluster, C55H69FN3 overall at a distorted geometry, with wB97M-V/def2-TZVPD.

XYZ file:
```
128
C55H69FN3, DFT wB97M-V/def2-TZVPD
C -5.813 -1.373 -1.599
C -5.667 -0.923 -0.146
C -6.612 0.237 0.188
C -4.216 -0.619 0.170
C -3.663 0.626 -0.092
C -2.336 0.907 0.164
C -1.720 2.237 -0.261
C -2.745 3.331 -0.583
C -0.747 2.055 -1.427
C -1.504 -0.103 0.731
C -0.135 0.220 1.117
N 0.316 1.214 2.046
C -0.501 2.168 2.766
C -0.249 3.534 2.579
C 0.904 3.968 1.697
C 2.114 4.371 2.539
C 0.550 5.073 0.695
C -1.007 4.463 3.274
C -1.973 4.049 4.162
C -2.181 2.706 4.389
C -1.453 1.747 3.704
C -1.604 0.271 4.028
C -2.778 -0.062 4.958
C -0.299 -0.292 4.595
N 1.614 1.209 2.219
N 2.075 0.252 1.429
C 3.480 0.020 1.229
C 4.127 0.647 0.153
C 3.383 1.641 -0.724
C 2.831 0.986 -1.994
C 4.220 2.880 -1.061
C 5.448 0.333 -0.098
C 6.119 -0.563 0.706
C 5.484 -1.155 1.782
C 4.164 -0.872 2.067
C 3.500 -1.491 3.286
C 2.252 -2.307 2.942
C 3.194 -0.432 4.350
C 1.056 -0.407 0.687
C 1.217 -1.374 -0.253
C -2.050 -1.411 0.929
C -1.225 -2.583 1.458
C -1.098 -3.718 0.437
C -1.772 -3.145 2.774
C -3.386 -1.622 0.653
H -5.164 -2.223 -1.815
H -6.839 -1.665 -1.827
H -5.537 -0.569 -2.282
H -5.950 -1.770 0.502
H -6.467 0.588 1.212
H -6.452 1.085 -0.478
H -7.657 -0.057 0.080
H -4.298 1.385 -0.514
H -1.143 2.585 0.608
H -3.430 3.485 0.253
H -2.264 4.288 -0.801
H -3.333 3.069 -1.465
H 0.006 1.305 -1.194
H -1.276 1.726 -2.321
H -0.215 2.978 -1.667
H 1.184 3.077 1.108
H 2.398 3.566 3.219
H 2.975 4.602 1.910
H 1.891 5.261 3.133
H -0.295 4.790 0.067
H 0.284 6.005 1.196
H 1.402 5.288 0.044
H -0.830 5.513 3.123
H -2.545 4.780 4.707
H -2.922 2.395 5.103
H -1.806 -0.229 3.068
H -3.723 0.319 4.564
H -2.879 -1.143 5.088
H -2.624 0.366 5.950
H 0.533 -0.075 3.927
H -0.069 0.161 5.562
H -0.339 -1.376 4.728
H 2.522 1.982 -0.124
H 2.144 0.169 -1.769
H 2.286 1.707 -2.606
H 3.635 0.572 -2.605
H 4.710 3.286 -0.176
H 4.998 2.643 -1.786
H 3.607 3.664 -1.505
H 5.935 0.782 -0.948
H 7.139 -0.817 0.478
H 6.010 -1.853 2.409
H 4.231 -2.195 3.721
H 2.457 -3.055 2.173
H 1.846 -2.816 3.820
H 1.463 -1.656 2.576
H 4.112 0.002 4.747
H 2.611 0.387 3.931
H 2.624 -0.847 5.186
H 2.185 -1.765 -0.487
H 0.384 -1.722 -0.825
H -0.216 -2.196 1.661
H -0.719 -3.374 -0.524
H -0.429 -4.501 0.799
H -2.068 -4.181 0.256
H -1.857 -2.378 3.539
H -2.764 -3.574 2.634
H -1.127 -3.937 3.161
H -3.808 -2.597 0.824
F 1.781 0.451 -8.244
C 1.278 0.305 -6.999
C 0.876 1.414 -6.273
C 0.375 1.268 -4.996
C 0.237 0.021 -4.446
C 0.593 -1.131 -5.174
C 0.409 -2.399 -4.567
C 0.426 -3.681 -5.172
C 0.493 -4.818 -4.337
C 0.537 -6.081 -4.872
C 0.499 -6.263 -6.238
C 0.385 -5.169 -7.079
C 0.332 -3.901 -6.560
C 1.153 -0.948 -6.452
H 0.968 2.385 -6.719
H 0.079 2.134 -4.430
H -0.161 -0.096 -3.452
H 0.230 -2.389 -3.504
H 0.516 -4.686 -3.269
H 0.595 -6.935 -4.218
H 0.533 -7.255 -6.654
H 0.319 -5.318 -8.141
H 0.151 -3.069 -7.219
H 1.557 -1.777 -7.000
```

The total charge is +1. The molar mass comes out at 791.2 g/mol. The value obtained for the LUMO energy is -5.8 eV. The maximum force comes out at 2.6 eV Å⁻¹. The highest occupied orbital energy comes out at -8.14 eV. The value obtained for the HOMO-LUMO gap is 0.0871 hartree. For the energy relative to the best compared isomer or geometry (same formula, charge and spin), the calculation gives 38.8 kcal/mol.